# 1
{"formula": "C3H5NO", "method": "the ωB97M-V functional and the def2-TZVPD basis", "elements": ["C", "C", "C", "N", "O", "H", "H", "H", "H", "H"], "coordinates": [[-0.1397, -0.3831, 2.1370], [0.3167, 0.7979, -1.5059], [0.0459, -0.5221, -1.0499], [0.7976, -0.2784, 1.3892], [-0.9699, 0.0372, -1.6571], [-0.0407, -0.5349, 3.2565], [-1.2720, -0.3878, 1.8478], [0.2762, 1.7144, -0.9008], [0.6396, 1.0092, -2.5894], [0.3463, -1.4522, -0.9274]], "forces_ev_per_a": [[-4.068, -0.552, 2.409], [0.002, 1.088, -2.775], [0.129, 3.917, 1.198], [1.800, 0.120, -2.227], [-1.190, 0.410, 0.069], [0.272, 0.264, -0.858], [1.675, 0.051, 0.108], [-0.042, -0.755, 0.125], [0.120, -0.458, 1.831], [1.303, -4.085, 0.120]], "total_energy_ev": -6723.388, "lumo_ev": [1.06, -0.11], "homo_lumo_gap_ha": [0.368, 0.265], "fmax_ev_per_a": 4.76, "de_lowest_ev": 6.184}



# 2
{"formula": "C13H22BClF10NO12PS3", "method": "the ωB97M-V functional and the def2-TZVPD basis", "elements": ["C", "C", "O", "B", "O", "C", "P", "O", "O", "O", "O", "C", "O", "C", "Cl", "S", "O", "O", "F", "C", "N", "C", "C", "C", "F", "F", "C", "F", "F", "S", "F", "F", "F", "F", "F", "H", "H", "H", "H", "H", "H", "H", "H", "H", "H", "H", "H", "H", "H", "C", "C", "O", "S", "C", "O", "O", "H", "H", "H", "H", "H", "H", "H", "H"], "coordinates": [[-2.1864, -1.8691, -1.3173], [-1.4252, -2.0792, -0.0177], [-0.2774, -1.2106, 0.0649], [0.9315, -1.5982, -0.3763], [1.1075, -2.5624, -1.3477], [2.2719, -0.8423, 0.1779], [3.1505, -2.2257, 1.0466], [3.8629, -1.9253, 2.2818], [3.9868, -2.8876, -0.1242], [1.9505, -3.2963, 1.2877], [2.9603, -0.3934, -1.0355], [2.3899, 0.7664, -1.4290], [2.3888, 1.1575, -2.5504], [1.7675, 1.4954, -0.1941], [2.5722, 3.0648, -0.1211], [-0.0203, 1.9096, -0.5669], [-0.1141, 3.2031, -1.1328], [-0.8368, 1.5521, 0.5381], [-0.3064, 0.9003, -1.7318], [2.1479, 0.4753, 0.9845], [3.4915, 0.8100, 1.4217], [1.2454, 0.3867, 2.2093], [1.0335, 1.7053, 2.9687], [1.9080, 1.9128, 4.2055], [2.9210, 1.0347, 4.2560], [2.4493, 3.1538, 4.1634], [1.0445, 1.8206, 5.5045], [0.2235, 0.7689, 5.3971], [0.2945, 2.9235, 5.5475], [1.9560, 1.6439, 7.1747], [0.6720, 0.9674, 7.8185], [2.4771, 0.2207, 6.7058], [3.2482, 2.3420, 6.5827], [1.4468, 3.0512, 7.6877], [2.7149, 1.4437, 8.5365], [-1.9905, -0.8743, -1.7130], [-1.8465, -2.5712, -2.0792], [-3.2571, -2.0099, -1.1764], [-1.1053, -3.1165, 0.1105], [-2.0442, -1.8178, 0.8412], [1.0852, -3.4698, -1.0352], [3.9120, -3.8505, -0.1401], [1.3771, -2.9720, 1.9977], [3.5251, 1.6558, 1.9736], [4.1488, 0.9033, 0.6584], [1.6215, -0.4095, 2.8566], [0.2651, 0.0675, 1.8644], [1.2441, 2.5492, 2.3077], [-0.0162, 1.7947, 3.2377], [-5.8226, -1.5764, -5.5654], [-5.2657, -0.4967, -6.4679], [-4.3313, 0.3825, -5.7953], [-2.8858, -0.1872, -5.4739], [-2.1326, 1.3360, -5.0262], [-2.3098, -0.6913, -6.6831], [-2.9478, -1.0360, -4.3219], [-5.0486, -2.2742, -5.2514], [-6.5909, -2.1331, -6.1028], [-6.2627, -1.1386, -4.6696], [-4.7813, -0.9161, -7.3505], [-6.0566, 0.1687, -6.8071], [-2.1025, 1.9847, -5.8966], [-1.1251, 1.0958, -4.6914], [-2.7035, 1.7833, -4.2169]], "forces_ev_per_a": [[0.317, -0.325, -0.157], [-0.342, 0.300, -0.162], [0.270, -0.441, 0.640], [-0.028, -0.122, -0.253], [0.077, 0.105, 0.214], [-0.775, 0.126, -0.437], [0.712, 0.412, 0.365], [-0.174, -0.037, -0.013], [-0.443, -0.212, 0.082], [-0.175, 0.331, -0.342], [-0.003, -0.075, 0.041], [-0.044, -0.084, -0.171], [0.187, 0.103, 0.199], [-0.293, -0.472, -0.630], [-0.059, 0.117, 0.229], [0.277, 0.323, 0.470], [-0.001, -0.112, -0.216], [-0.064, -0.080, -0.155], [-0.006, -0.016, 0.120], [0.888, 0.465, 0.321], [-0.107, -0.125, 0.009], [-0.829, -0.222, -0.263], [0.197, -0.008, -0.321], [-0.284, -0.027, 0.077], [0.157, -0.192, 0.041], [0.137, 0.215, 0.081], [0.116, 0.183, 0.020], [0.073, -0.256, -0.006], [-0.178, 0.075, 0.044], [-0.040, -0.007, -0.053], [-0.034, 0.006, -0.028], [-0.015, 0.030, 0.000], [0.008, -0.067, -0.039], [0.018, 0.050, -0.046], [0.047, -0.019, 0.065], [-0.225, 0.016, 0.139], [-0.046, 0.063, -0.025], [0.013, 0.059, -0.014], [0.010, 0.026, -0.053], [0.078, 0.058, -0.005], [-0.073, -0.052, -0.120], [0.169, -0.001, -0.080], [0.117, -0.297, 0.178], [0.004, -0.019, -0.002], [0.005, -0.021, 0.002], [0.251, 0.184, 0.014], [0.064, -0.026, 0.062], [-0.017, 0.023, 0.105], [0.033, 0.038, 0.040], [0.122, 0.005, 0.121], [-0.180, -0.148, -0.227], [-0.041, 0.018, 0.129], [-0.002, 0.142, -0.031], [0.040, 0.020, 0.004], [0.007, -0.084, 0.005], [0.021, -0.042, 0.017], [0.004, -0.005, -0.029], [-0.024, 0.036, -0.016], [-0.043, 0.003, -0.024], [0.088, 0.007, 0.047], [0.048, 0.079, 0.042], [-0.009, -0.003, -0.004], [0.003, -0.010, -0.009], [-0.002, -0.009, 0.006]], "smiles": "CCOB(O)[C@@]1(P(=O)(O)O)OC(=O)[C@@](Cl)(S(=O)(=O)F)[C@@]1(N)CCC(F)(F)C(F)(F)S(F)(F)(F)(F)F.CCOS(C)(=O)=O", "total_energy_ev": -122068.231, "lumo_ev": -0.08, "homo_lumo_gap_ha": 0.360, "fmax_ev_per_a": 1.05}



# 3
{"formula": "C2H10NOS", "method": "the ωB97M-V functional and the def2-TZVPD basis", "elements": ["C", "C", "S", "N", "H", "H", "H", "H", "H", "H", "H", "H", "H", "H", "O"], "coordinates": [[-0.6786, -0.8199, 0.3782], [-1.1262, 0.0536, 1.6416], [0.1360, 0.7325, 2.8194], [0.1785, 0.0061, -0.4720], [-1.4635, -1.5352, -0.0917], [-0.0776, -1.7854, 0.6218], [-2.0918, -0.2272, 2.1805], [-1.6813, 0.9725, 1.1650], [0.6041, 1.6691, 2.1818], [-0.1076, 0.9907, -0.7210], [0.1316, -0.2503, -1.5146], [1.1704, -0.0028, -0.0552], [1.7444, 0.7610, -3.1263], [1.4818, -0.6578, -2.7008], [1.7798, 0.0931, -2.3067]], "forces_ev_per_a": [[-0.873, -3.171, 2.665], [-2.330, 1.966, -1.696], [-1.968, -4.201, 1.801], [0.102, 0.473, -1.976], [0.367, 2.624, -0.035], [-0.032, 2.109, 0.379], [1.873, -0.784, -0.292], [1.411, -1.185, 0.481], [1.217, 3.118, -2.459], [0.074, -0.672, 1.665], [1.038, -0.498, 2.094], [-1.690, 0.243, -1.381], [0.491, -1.943, 2.687], [-0.831, -3.956, -2.023], [1.151, 5.879, -1.911]], "total_energy_ev": -16600.066, "lumo_ev": -3.84, "homo_lumo_gap_ha": 0.346, "fmax_ev_per_a": 6.29, "de_lowest_ev": 2.619, "charge": 1}